[1]
Computed, not measured: C24H17IrN4O6S5 as an isolated structure at a distorted geometry, with ωB97M-V/def2-TZVPD.

Structure (ORCA input):
```
! wB97M-V def2-TZVPD RIJCOSX def2/J DEFGRID3
* xyz 1 2
Ir -0.15 -1.40 -0.04
S -1.79 4.34 0.53
S 0.76 5.51 -0.20
S -0.89 6.81 1.87
S -1.57 2.06 -1.28
S 1.62 3.53 -2.08
O -0.79 -1.03 -2.33
O 4.59 1.02 0.94
O 0.46 0.51 0.54
O -0.74 -1.66 2.01
O -2.51 -1.17 3.35
O -2.62 -0.86 -3.56
N -0.01 -3.42 -0.42
N 1.75 -1.67 0.36
N -2.21 -1.18 -0.09
N 2.46 -0.62 0.78
C -4.96 -1.06 -0.07
C 3.34 4.05 2.46
C -0.93 -4.28 -0.85
C 2.18 -2.87 0.36
C 0.51 -6.13 -0.48
C 2.30 1.67 1.47
C 1.47 -5.24 -0.04
C -2.87 -1.22 1.04
C 0.36 4.04 -1.02
C -0.71 -5.63 -0.92
C -0.66 5.62 0.80
C -4.25 -0.99 -1.27
C 1.98 3.78 2.60
C 1.69 0.48 0.90
C -2.88 -1.05 -1.24
C -4.25 -1.16 1.12
C -1.99 -1.35 2.28
C 4.19 3.13 1.88
C 1.47 2.62 2.08
C 3.70 1.90 1.43
C 0.90 2.40 -3.30
C 1.21 -3.88 -0.03
C -2.00 -0.98 -2.41
C -0.88 3.45 -0.69
H 0.41 2.39 2.16
H 0.80 1.40 -2.88
H 3.20 -3.09 0.65
H 3.74 4.98 2.83
H 1.62 2.40 -4.12
H -4.73 -1.19 2.09
H -1.97 -0.83 -4.29
H -0.05 2.78 -3.64
H 5.25 3.30 1.80
H 4.13 0.18 0.75
H 2.44 -5.59 0.31
H 0.69 -7.19 -0.49
H -6.04 -1.05 -0.06
H -4.75 -0.89 -2.23
H -1.48 -6.29 -1.30
H -1.88 -3.86 -1.16
H 1.33 4.47 3.12
*
```

Summary:
**Energy**: -100419.0120 eV
**Energy relative to the best compared isomer or geometry (same formula, charge and spin)**: 66.30 kJ/mol
**HOMO (alpha / beta)**: -9.972 / -10.658 eV
**F_max**: 3.0 eV Å⁻¹
**Orbital gap (alpha / beta)**: 5.75 / 6.23 eV

***

[2]
Computed, not measured: C24H18AsF5N3O8RuS3 as an isolated structure, with ωB97M-V/def2-TZVPD.

Structure (ORCA input):
```
! wB97M-V def2-TZVPD RIJCOSX def2/J DEFGRID3
* xyz -2 2
Ru 0.97 -0.55 -1.12
As -1.97 1.14 -0.18
S -3.10 2.81 -2.89
S 3.09 -1.24 -0.77
S 0.53 -2.71 -1.84
F 2.46 0.77 -4.96
F 0.65 1.42 -3.21
F 3.11 -0.98 -3.89
F 3.36 1.00 -3.02
F 0.40 -0.60 -3.99
O 1.73 -0.27 6.02
O -1.09 -0.04 -1.02
O -3.31 4.23 -2.67
O -2.26 0.10 1.31
O 1.33 1.84 6.16
O -3.46 2.37 -4.22
O -1.30 2.49 0.47
O -1.83 2.29 -2.39
N 1.44 0.81 5.52
N 1.38 1.30 -0.08
N 0.70 -1.07 1.00
C 2.52 0.22 -3.73
C -5.63 2.13 -2.09
C 1.36 1.20 1.27
C 1.13 0.12 -3.07
C 1.58 2.10 3.51
C 1.82 3.55 1.52
C -6.57 1.52 -1.28
C -3.85 1.27 -0.71
C 0.35 -2.24 1.46
C 1.89 -3.60 -1.21
C 1.53 2.50 -0.60
C 1.79 -5.10 -1.27
C -4.27 2.01 -1.80
C 1.35 0.89 4.06
C 1.04 -0.08 1.86
C 1.78 3.65 0.17
C 0.64 -1.53 3.73
C -4.81 0.66 0.10
C 1.03 -0.27 3.25
C -6.16 0.78 -0.19
C 2.98 -2.97 -0.73
C 1.60 2.29 2.11
C 0.30 -2.51 2.84
C 4.19 -3.72 -0.22
H 1.47 -5.52 -0.30
H 1.46 2.56 -1.67
H -4.48 0.10 0.96
H 0.61 -1.73 4.79
H -0.01 -3.49 3.18
H -7.63 1.62 -1.51
H 3.95 -4.33 0.66
H 4.61 -4.39 -0.98
H 2.74 -5.57 -1.52
H 1.04 -5.40 -2.01
H 0.08 -2.98 0.71
H 1.89 4.60 -0.34
H -5.92 2.71 -2.96
H 2.00 4.41 2.15
H -6.89 0.30 0.45
H 1.78 2.94 4.17
H -2.08 -0.79 0.97
H 4.97 -3.02 0.07
*
```

Summary:
**Energy**: -155546.5268 eV
**Energy relative to the best compared isomer or geometry (same formula, charge and spin)**: 60.68 kJ/mol
**HOMO (alpha / beta)**: -1.552 / -2.045 eV
**F_max**: 0.5 eV Å⁻¹
**Orbital gap (alpha / beta)**: 4.54 / 5.03 eV

***

[3]
Computed, not measured: C24H18AuBCl2F4N3O2Se2 as an isolated structure at a distorted geometry, with ωB97M-V/def2-TZVPD.

Structure (ORCA input):
```
! wB97M-V def2-TZVPD RIJCOSX def2/J DEFGRID3
* xyz 1 1
Au -0.42 0.44 0.28
Se -0.79 3.24 1.75
Se 1.20 2.76 2.77
Cl 0.16 -4.18 -4.78
Cl 1.62 -3.28 0.38
F 2.72 2.76 0.17
F 4.38 1.18 -0.13
F 2.16 0.56 -0.24
F 3.08 1.16 1.80
O -1.49 -1.36 0.58
O -1.08 -0.81 -1.48
N 0.13 0.17 2.62
N 0.07 -4.71 -1.90
N 0.03 2.27 -0.69
C 0.67 4.64 -1.92
C -2.31 -4.43 0.93
C 1.59 -2.86 -1.31
C -1.53 -1.65 -0.66
C 0.19 4.65 -0.61
C -2.10 -2.96 -1.11
C 0.72 1.03 3.44
C 2.47 -1.45 -3.04
C 0.83 3.44 -2.58
C 1.79 -2.20 -3.98
C -0.63 -4.97 -0.69
C -1.66 -4.14 -0.27
C -0.11 3.43 -0.05
C 0.86 -3.62 -2.23
C 0.85 -0.54 5.21
C -0.31 -6.11 0.05
C -0.98 -6.40 1.23
C 2.37 -1.78 -1.70
C 1.01 -3.26 -3.58
C 0.25 -1.45 4.37
C 0.49 2.26 -1.94
C 1.10 0.74 4.74
C -1.97 -5.54 1.68
C -0.10 -1.07 3.07
B 3.14 1.40 0.40
H 1.13 -0.82 6.22
H 1.58 1.49 5.35
H -0.07 -5.37 -2.64
H 0.07 5.56 -0.05
H 1.21 3.40 -3.59
H 1.87 -1.97 -5.04
H -0.72 -7.28 1.79
H 0.93 5.57 -2.40
H -3.12 -3.78 1.25
H 0.60 1.29 -2.40
H -2.50 -5.76 2.60
H -0.56 -1.76 2.39
H -3.19 -2.87 -1.04
H 0.04 -2.46 4.69
H -1.84 -3.10 -2.16
H 0.49 -6.75 -0.30
H 2.92 -1.23 -0.95
H 3.09 -0.62 -3.35
*
```

Summary:
**Energy**: -204719.1786 eV
**Energy relative to the best compared isomer or geometry (same formula, charge and spin)**: 183.53 kJ/mol
**HOMO (alpha / beta)**: -10.506 / -10.557 eV
**F_max**: 1.5 eV Å⁻¹
**Orbital gap (alpha / beta)**: 3.11 / 3.19 eV

***

[4]
Computed, not measured: C24H18AuCl5N3Sb as an isolated structure, with ωB97M-V/def2-TZVPD.

Structure (ORCA input):
```
! wB97M-V def2-TZVPD RIJCOSX def2/J DEFGRID3
* xyz 2 1
Au 0.14 -0.26 -0.21
Sb 1.72 2.00 1.59
Cl -2.26 1.74 1.42
Cl -6.27 -1.26 -0.57
Cl -5.29 1.18 1.09
Cl -4.17 -3.17 -1.91
Cl -1.11 -2.54 -1.57
N 2.28 -0.21 -0.41
N 0.04 1.67 -1.07
N 0.19 -0.76 1.86
C -0.36 -1.79 2.53
C -1.87 -0.41 -0.16
C 4.28 0.62 0.56
C 0.02 -0.66 4.61
C 0.67 0.33 2.53
C 5.03 -0.22 -0.27
C -3.68 -1.80 -1.02
C -0.44 -1.75 3.92
C 4.37 -1.00 -1.19
C 2.25 -1.80 -2.27
C 0.51 2.55 -0.16
C -4.16 0.15 0.33
C 2.91 0.60 0.46
C -2.33 -1.51 -0.88
C 0.32 3.91 -0.34
C -2.79 0.41 0.46
C 0.59 0.40 3.90
C 2.97 -0.98 -1.26
C -0.82 3.42 -2.39
C -0.61 2.06 -2.18
C -1.01 1.04 -3.19
C -0.84 -2.98 1.76
C -4.60 -0.94 -0.41
C -0.37 4.35 -1.47
H -1.79 1.43 -3.83
H -0.11 -3.26 1.00
H 2.82 -1.84 -3.20
H 6.11 -0.24 -0.20
H 4.91 -1.64 -1.88
H 2.13 -2.83 -1.92
H -1.79 -2.77 1.28
H 1.26 -1.39 -2.50
H 0.97 1.26 4.43
H -0.14 0.80 -3.82
H -0.04 -0.62 5.69
H -1.36 0.12 -2.73
H 4.77 1.29 1.25
H -0.55 5.40 -1.62
H -1.34 3.73 -3.29
H -0.98 -3.83 2.43
H 0.70 4.61 0.38
H -0.88 -2.60 4.43
*
```

Summary:
**Energy**: -102476.8315 eV
**Energy relative to the best compared isomer or geometry (same formula, charge and spin)**: 3.26 kJ/mol
**HOMO**: -14.450 eV
**F_max**: 0.6 eV Å⁻¹
**Orbital gap**: 6.82 eV

***

[5]
Computed, not measured: C24H18BF3O as an isolated structure at a distorted geometry, with ωB97M-V/def2-TZVPD.

Structure (ORCA input):
```
! wB97M-V def2-TZVPD RIJCOSX def2/J DEFGRID3
* xyz 0 1
F 2.53 -0.31 -0.53
F 0.46 1.93 -0.31
F 0.40 0.14 -1.83
O 1.78 2.35 -1.92
C -2.06 0.21 1.79
C -1.75 -0.15 0.43
C -0.39 -2.33 -1.44
C -4.44 0.02 1.45
C -2.83 -0.67 -0.29
C -0.17 3.22 -2.35
C 0.04 -3.55 -1.97
C 0.82 -4.44 -1.26
C 1.11 -4.10 0.03
C 0.69 0.39 4.45
C 1.72 -0.05 3.63
C -4.15 -0.51 0.18
C 0.23 -0.16 1.73
C 0.69 -2.92 0.64
C -0.16 -0.42 0.29
C -3.37 0.37 2.23
C 3.25 3.41 -3.29
C -0.57 0.54 3.90
C -0.84 0.25 2.56
C 0.75 3.89 -3.19
C 1.48 -0.36 2.29
C 1.93 3.27 -2.91
C -0.02 -1.96 -0.13
C 0.59 2.42 -1.46
B 1.13 -0.38 -0.64
H 3.96 3.62 -2.47
H -3.54 0.76 3.21
H 1.11 -5.37 -1.72
H 3.37 4.19 -4.05
H -4.96 -0.80 -0.48
H 2.74 -0.16 3.98
H -1.29 3.37 -2.27
H 3.68 2.48 -3.69
H 1.73 -4.75 0.60
H -2.66 -1.02 -1.33
H 0.91 0.54 5.49
H 0.69 4.74 -3.87
H -0.83 -1.59 -2.11
H 0.99 -2.68 1.65
H -5.46 0.08 1.77
H -0.24 -3.75 -2.99
H -1.39 0.86 4.51
H 2.34 -0.59 1.66
*
```

Summary:
**Energy**: -36055.2360 eV
**Energy relative to the best compared isomer or geometry (same formula, charge and spin)**: 308.03 kJ/mol
**HOMO**: -7.529 eV
**F_max**: 6.2 eV Å⁻¹
**Orbital gap**: 7.80 eV

***

[6]
Computed, not measured: C24H18BrClN4O3Ru as an isolated structure at a distorted geometry, with ωB97M-V/def2-TZVPD.

Structure (ORCA input):
```
! wB97M-V def2-TZVPD RIJCOSX def2/J DEFGRID3
* xyz 2 1
Ru -0.40 -0.88 -0.76
Br -2.58 -0.68 -2.16
Cl -2.54 4.79 2.06
O -0.49 -0.28 -6.89
O 0.49 -2.49 -1.54
O -1.14 0.05 1.34
N -2.17 0.95 1.56
N 1.20 -0.80 0.48
N -0.07 0.00 -2.81
N 1.10 -0.31 1.76
C -1.21 -0.29 -3.42
C 0.99 1.07 4.27
C 0.02 0.10 2.24
C 2.21 -3.17 -2.97
C 1.76 -2.42 -1.87
C -4.46 1.32 1.74
C 0.91 1.46 5.60
C 3.53 -3.16 -3.34
C -1.42 -0.39 -4.77
C 0.99 0.19 -3.61
C -0.30 -0.17 -5.58
C -4.21 2.67 1.91
C -2.90 3.14 1.88
C 2.73 -1.68 -1.13
C -0.28 1.36 6.29
C 4.09 -1.70 -1.54
C 4.49 -2.42 -2.63
C -1.87 2.25 1.70
C -3.41 0.45 1.57
C 2.41 -0.99 0.04
C 0.92 0.13 -4.98
C -0.14 0.57 3.63
C -1.35 0.47 4.33
C -1.41 0.86 5.65
H 5.53 -2.43 -2.93
H 1.80 0.31 -5.57
H -5.03 3.37 2.06
H -3.50 -0.62 1.43
H 0.32 -0.11 -7.40
H -2.23 0.04 3.88
H 1.92 1.14 3.73
H -5.46 0.93 1.76
H 1.93 0.42 -3.11
H 1.47 -3.76 -3.50
H -0.34 1.66 7.33
H 4.82 -1.14 -0.96
H 3.84 -3.75 -4.19
H -2.38 -0.63 -5.19
H 3.22 -0.59 0.65
H 1.80 1.85 6.09
H -0.83 2.53 1.65
H -2.34 0.76 6.20
*
```

Summary:
**Energy**: -122411.3332 eV
**HOMO (alpha / beta)**: -13.101 / -13.109 eV
**F_max**: 1.1 eV Å⁻¹
**Orbital gap (alpha / beta)**: 6.13 / 6.14 eV

***

[7]
Computed, not measured: C24H18Cl5NO7Rb as an isolated structure at a distorted geometry, with ωB97M-V/def2-TZVPD.

Structure (ORCA input):
```
! wB97M-V def2-TZVPD RIJCOSX def2/J DEFGRID3
* xyz -1 1
Rb 0.80 0.31 0.60
Cl -1.71 3.36 5.96
Cl -0.07 1.06 4.60
Cl -3.69 5.08 4.26
Cl -2.26 2.31 -0.18
Cl -4.01 4.54 1.20
O 3.17 1.01 0.05
O 3.04 -1.86 0.46
O -1.42 0.08 -2.85
O 0.81 -2.53 -0.89
O 1.97 -3.82 -2.31
O 3.37 0.67 2.26
O -5.52 0.90 -1.86
N -4.23 -0.51 -3.63
C 3.54 0.38 1.07
C -2.15 -1.68 -4.26
C -1.88 3.05 4.25
C -3.59 3.61 -3.43
C 0.58 -2.19 -4.75
C -6.18 1.59 -0.80
C -2.76 3.83 3.50
C -2.89 2.87 -4.37
C -0.42 -3.10 -5.25
C -1.16 2.05 3.61
C -3.50 -1.54 -4.06
C -1.14 -0.82 -3.64
C 1.86 -2.98 -1.25
C 4.15 -1.00 0.76
C 3.21 -2.71 -0.62
C -1.24 1.77 2.26
C -2.12 2.58 1.57
C -4.48 2.99 -2.56
C -1.72 -2.85 -5.00
C 0.25 -1.13 -3.98
C -4.66 1.62 -2.64
C -3.94 0.87 -3.57
C -3.08 1.50 -4.44
C -2.89 3.58 2.14
H -0.12 -3.96 -5.83
H 4.81 -0.91 -0.11
H 1.00 -0.46 -3.58
H -5.00 3.57 -1.81
H -3.44 4.68 -3.35
H -2.19 3.36 -5.04
H -5.15 -0.73 -3.28
H 3.66 -3.68 -0.35
H -4.12 -2.41 -4.28
H 4.70 -1.40 1.62
H 3.84 -2.27 -1.40
H -2.48 -3.52 -5.38
H -6.73 0.83 -0.25
H 1.09 -3.86 -2.71
H 1.62 -2.37 -4.98
H -5.46 2.07 -0.14
H -2.54 0.91 -5.17
H -6.87 2.33 -1.20
*
```

Summary:
**Energy**: -104271.4644 eV
**Energy relative to the best compared isomer or geometry (same formula, charge and spin)**: 87.87 kJ/mol
**HOMO**: -4.844 eV
**F_max**: 1.3 eV Å⁻¹
**Orbital gap**: 6.30 eV

***

[8]
Computed, not measured: C24H18Cl68O3Si2 as an isolated structure at a distorted geometry, with ωB97M-V/def2-TZVPD.

Structure (ORCA input):
```
! wB97M-V def2-TZVPD RIJCOSX def2/J DEFGRID3
* xyz 0 1
Cl 8.97 -6.31 1.56
Cl -4.46 -5.17 -17.16
Cl 3.56 -4.09 -2.39
Cl 6.85 -1.96 4.53
Cl 0.22 -0.01 -7.51
Cl -8.24 6.82 3.14
Cl -1.56 -2.48 0.84
Cl -3.76 -2.95 -12.14
Cl 6.60 0.90 4.14
Cl -3.78 6.30 8.51
Cl -4.51 8.88 3.21
Cl 6.31 -7.31 6.74
Cl 5.26 -3.19 -0.24
Cl -7.06 2.68 -6.04
Cl -9.96 5.24 1.46
Cl 7.02 -6.67 -5.25
Cl 4.18 -6.84 -4.75
Cl 3.61 -8.03 7.47
Cl -4.48 4.06 -0.45
Cl -11.09 7.29 3.15
Cl -0.88 1.28 -9.84
Cl -0.64 -2.30 -5.42
Cl 5.83 -9.59 8.45
Cl 6.01 -8.54 -3.30
Cl 4.83 5.97 4.20
Cl 7.79 -7.53 3.89
Cl -4.04 -0.32 -11.02
Cl -1.76 -5.13 -0.27
Cl -0.06 -5.96 2.61
Cl -5.72 -1.13 -13.21
Cl -6.04 3.87 1.97
Cl -1.51 -1.48 -9.28
Cl 8.01 -0.72 2.21
Cl -0.87 -2.97 -1.93
Cl -3.05 -3.60 -15.19
Cl 6.36 -3.64 -2.87
Cl 5.39 -6.92 9.45
Cl -6.11 5.10 7.32
Cl -2.91 -0.63 -13.65
Cl -4.83 3.84 9.58
Cl -0.16 -8.83 2.44
Cl -7.30 3.46 -0.60
Cl 1.10 -4.24 -4.21
Cl 6.11 -6.57 1.72
Cl 2.00 -7.54 3.84
Cl -4.68 -5.84 -14.37
Cl 1.85 -7.37 0.96
Cl -4.18 2.87 -6.06
Cl -6.43 6.10 0.18
Cl 6.80 4.20 5.38
Cl -6.29 6.30 9.93
Cl 7.65 6.56 3.96
Cl -2.26 7.67 4.57
Cl -5.61 2.86 -3.55
Cl 6.50 4.33 2.52
Cl 5.14 -0.92 2.47
Cl 0.83 -3.94 0.21
Cl -2.20 -6.30 -15.77
Cl 2.22 -1.89 -5.45
Cl -4.85 6.39 4.64
Cl -3.33 6.45 2.19
Cl 5.56 -5.86 -1.22
Cl 1.03 -3.95 -7.08
Cl -5.46 0.45 -5.14
Cl 5.54 -8.99 -6.11
Cl -9.51 8.02 0.85
Cl 7.48 -4.70 3.46
Cl -2.58 0.62 -7.61
Si -0.73 -0.04 3.25
Si -2.17 2.27 2.37
O 2.75 4.20 3.09
O 2.41 4.21 5.30
O -2.02 0.59 2.42
C 7.58 -6.28 2.66
C 0.91 -7.43 2.46
C -5.25 5.39 8.84
C 2.96 2.94 2.44
C -1.18 0.10 -8.56
C -3.60 -5.23 -15.62
C -4.11 -1.26 -12.51
C -0.15 4.37 2.65
C 0.93 -3.09 -5.55
C 6.65 -0.68 3.34
C 6.43 5.27 4.02
C -0.62 3.18 1.77
C 5.69 -7.76 -4.85
C 5.28 -7.96 8.02
C -9.70 6.84 2.15
C 5.17 -4.21 -1.68
C 1.93 4.13 4.20
C -5.58 2.22 -5.19
C 0.42 4.03 4.03
C -0.84 -3.63 -0.29
C -3.74 7.35 3.65
C 3.24 1.79 3.38
C -6.06 4.37 0.27
C -2.84 2.97 4.00
H -0.88 3.61 0.80
H -1.02 4.98 2.81
H 0.04 4.77 4.72
H 0.08 3.08 4.42
H 2.16 2.70 1.74
H 2.42 1.54 4.04
H 0.26 1.00 3.53
H -3.87 2.66 4.05
H 3.41 0.92 2.76
H 4.16 1.95 3.93
H -1.13 -0.79 4.45
H 0.22 2.53 1.59
H 0.54 4.97 2.06
H -2.28 2.65 4.87
H 3.84 3.07 1.83
H -2.87 4.04 3.91
H -3.23 2.53 1.39
H -0.05 -1.01 2.38
*
```

Summary:
**Energy**: -898598.7878 eV
**HOMO**: -10.163 eV
**F_max**: 1.3 eV Å⁻¹
**Orbital gap**: 10.09 eV